Record 1
Formula: C3H2O
Source: the Open Molecules 2025 dataset
Level of theory: ωB97M-V with the def2-TZVPD basis set

Results
energy relative to the best compared isomer or geometry (same formula, charge and spin)	5.559	eV
orbital gap (spin up / spin down)	0.31905 / 0.25741	Eh
E_tot	-5182.63207	eV

Geometry as ORCA input:
```
! wB97M-V def2-TZVPD RIJCOSX def2/J DEFGRID3
* xyz 0 1
C -2.778 0.058 -0.092
C -3.936 -0.275 0.088
C -0.206 0.077 0.024
O -1.474 0.508 -0.036
H 0.426 0.764 0.399
H 0.217 -0.943 -0.252
*
```



Record 2
Formula: H30O15
Source: the Open Molecules 2025 dataset
Level of theory: ωB97M-V with the def2-TZVPD basis set

Results
energy relative to the best compared isomer or geometry (same formula, charge and spin)	7.512	eV
orbital gap	0.32585	Eh
E_tot	-31194.15325	eV

Geometry as ORCA input:
```
! wB97M-V def2-TZVPD RIJCOSX def2/J DEFGRID3
* xyz 0 1
H 0.124 0.319 -0.300
H -1.271 0.869 0.202
H 2.004 -1.224 -2.827
H 3.092 -2.099 -2.538
H 4.054 -0.309 2.364
H 3.386 0.836 1.924
H -2.019 2.385 -1.332
H -2.720 1.988 -0.041
H -1.010 4.313 0.187
H -0.064 4.945 1.190
H 1.709 1.894 -2.722
H 2.369 3.261 -2.843
H -3.612 -2.219 2.352
H -2.777 -3.196 1.424
H 0.473 -2.745 0.217
H -0.029 -2.879 -1.190
H 1.430 1.226 3.599
H 1.537 -0.286 4.104
H 0.239 -1.468 3.814
H -0.029 -2.271 2.485
H 4.207 2.119 -0.209
H 4.966 1.093 0.791
H -4.752 -1.500 -0.071
H -5.650 -1.419 -1.313
H -4.748 2.466 -0.984
H -5.776 1.685 -1.769
H 0.877 -2.559 -2.646
H 1.359 -3.835 -2.003
H 1.019 -0.825 -1.391
H 2.015 0.353 -1.327
O -0.669 0.130 0.286
O 2.927 -1.165 -2.802
O 3.249 -0.101 2.054
O -2.363 2.735 -0.558
O -0.793 4.310 1.088
O 2.616 2.286 -2.714
O -3.445 -3.144 2.169
O 0.272 -3.429 -0.420
O 1.210 0.345 3.426
O 0.544 -1.657 2.917
O 4.167 1.688 0.631
O -4.876 -1.020 -0.901
O -5.522 2.046 -0.905
O 0.648 -3.506 -2.553
O 1.627 -0.433 -0.868
*
```



Record 3
Formula: C3H7NO2
Source: the Open Molecules 2025 dataset
Level of theory: ωB97M-V with the def2-TZVPD basis set

Results
SMILES	C=CO.NC=O
energy relative to the best compared isomer or geometry (same formula, charge and spin)	2.772	eV
orbital gap	0.36458	Eh
E_tot	-8807.75648	eV

Geometry as ORCA input:
```
! wB97M-V def2-TZVPD RIJCOSX def2/J DEFGRID3
* xyz 0 1
C 2.065 -1.251 1.846
C 1.328 -0.663 0.865
O 1.568 -0.560 -0.497
H 1.507 -1.500 2.758
H 3.076 -1.135 1.796
H 0.389 -0.145 0.966
H 2.292 -1.150 -0.692
N -0.680 0.634 -1.218
C -1.809 1.192 -0.566
O -2.823 0.622 -0.307
H -0.375 -0.306 -1.112
H 0.017 1.416 -1.448
H -1.613 2.224 -0.175
*
```



Record 4
Formula: C10H40FN20O10
Source: the Open Molecules 2025 dataset
Level of theory: ωB97M-V with the def2-TZVPD basis set

Results
energy relative to the best compared isomer or geometry (same formula, charge and spin)	1.805	eV
orbital gap	0.32464	Eh
E_tot	-64021.42953	eV

Geometry as ORCA input:
```
! wB97M-V def2-TZVPD RIJCOSX def2/J DEFGRID3
* xyz -1 1
F -14.196 2.176 0.163
C -11.337 2.412 1.994
O -10.330 2.230 2.674
N -11.384 2.958 0.802
N -12.496 1.873 2.312
H -12.271 2.815 0.340
H -10.562 3.171 0.256
H -12.482 1.242 3.101
H -13.212 1.751 1.610
C -16.774 3.097 3.015
O -17.719 2.747 3.742
N -16.920 4.133 2.166
N -15.663 2.489 2.801
H -16.043 4.420 1.756
H -17.582 4.851 2.425
H -15.632 1.550 3.173
H -14.903 2.821 2.225
C -11.771 1.805 -2.549
O -10.768 1.537 -3.224
N -12.363 1.082 -1.685
N -12.298 3.005 -2.532
H -13.064 1.406 -1.034
H -12.006 0.142 -1.590
H -12.034 3.792 -3.108
H -12.957 3.148 -1.781
C -14.169 1.021 -5.821
O -14.989 0.205 -6.070
N -14.409 2.095 -5.105
N -13.066 1.174 -6.414
H -15.261 1.864 -4.614
H -13.646 2.522 -4.598
H -12.588 2.062 -6.359
H -12.824 0.444 -7.070
C -20.494 -0.577 0.094
O -21.581 -0.794 0.622
N -19.554 0.208 0.468
N -20.060 -1.234 -0.967
H -19.493 0.397 1.459
H -18.777 0.397 -0.148
H -20.271 -2.220 -1.037
H -19.252 -0.851 -1.436
C -17.384 -2.045 4.413
O -17.307 -3.081 3.789
N -16.933 -0.967 3.970
N -18.124 -1.884 5.445
H -16.354 -1.042 3.146
H -16.909 -0.085 4.461
H -18.575 -2.740 5.733
H -17.849 -1.111 6.035
C -9.647 6.141 -0.480
O -8.642 5.521 -0.491
N -9.667 7.462 -0.173
N -10.807 5.736 -0.792
H -8.806 7.965 -0.012
H -10.530 7.954 -0.356
H -11.530 6.410 -0.585
H -11.117 4.920 -1.301
C -13.585 -1.930 0.400
O -12.822 -1.651 1.291
N -13.354 -2.720 -0.574
N -14.661 -1.236 0.243
H -14.058 -2.658 -1.295
H -12.441 -3.146 -0.643
H -15.055 -1.412 -0.670
H -14.473 -0.266 0.449
C -16.907 0.672 -2.013
O -17.926 0.185 -2.514
N -16.947 1.481 -1.040
N -15.697 0.418 -2.354
H -16.199 2.147 -0.907
H -17.828 1.926 -0.824
H -14.925 0.737 -1.786
H -15.646 -0.373 -2.979
C -15.450 5.560 -0.255
O -16.142 6.508 -0.366
N -15.760 4.348 -0.608
N -14.248 5.625 0.198
H -16.686 4.312 -1.009
H -15.230 3.536 -0.326
H -13.769 4.750 0.354
H -13.925 6.582 0.203
*
```